Entry 1:
{
  "formula": "C34H32N6O6SW",
  "method": "ωB97M-V with the def2-TZVPD basis set",
  "elements": ["W", "O", "C", "N", "C", "O", "C", "C", "C", "C", "C", "N", "C", "C", "C", "C", "C", "N", "H", "H", "H", "H", "H", "H", "H", "H", "O", "N", "C", "C", "C", "C", "C", "S", "H", "H", "H", "H", "C", "N", "C", "C", "O", "H", "H", "H", "H", "H", "H", "H", "C", "O", "C", "C", "C", "C", "C", "C", "N", "C", "C", "C", "C", "C", "C", "C", "O", "H", "H", "H", "H", "H", "H", "H", "H", "H", "H", "H", "H", "H"],
  "xyz": [[0.535901, -0.760472, 0.221010], [-0.093378, 3.452125, -0.545863], [0.374485, 1.441677, 0.531036], [-0.288951, 0.646412, 1.430407], [-0.034065, 0.461741, 2.812712], [0.364578, 1.286236, 3.555572], [-0.354870, -0.956986, 3.174312], [-0.649643, -1.342717, 4.451145], [-0.938380, -2.684126, 4.676513], [-0.899283, -3.561484, 3.609360], [-0.565652, -3.081813, 2.353518], [-0.304275, -1.800033, 2.139900], [0.072301, 1.434016, -1.882270], [0.409172, 2.131760, -3.013053], [0.751432, 1.425333, -4.157558], [0.731055, 0.041559, -4.129007], [0.435951, -0.588272, -2.946660], [0.124430, 0.085753, -1.832818], [-0.657845, -0.598570, 5.238701], [-1.187909, -3.036519, 5.671949], [-1.117492, -4.614461, 3.737182], [-0.486233, -3.746613, 1.507863], [0.396114, 3.210579, -2.981148], [1.028275, 1.949986, -5.064860], [0.972222, -0.548850, -5.003474], [0.464226, -1.659477, -2.874026], [-1.301836, -1.504574, -0.287923], [-1.496195, -2.723174, -0.802896], [-2.782967, -3.055715, -1.040077], [-3.074658, -4.273846, -1.580177], [-2.028340, -5.146603, -1.879066], [-0.728004, -4.776269, -1.612476], [-0.453675, -3.533199, -1.049273], [1.135224, -2.975468, -0.679471], [-3.515904, -2.310402, -0.773398], [-4.108125, -4.534612, -1.766306], [-2.235865, -6.114195, -2.323580], [0.108011, -5.428344, -1.831108], [3.667843, 0.174800, 3.668448], [3.693981, -1.244438, 3.243010], [4.602216, -2.199314, 3.916416], [2.853912, -1.677158, 2.348738], [2.006672, -0.917593, 1.817951], [4.653969, 0.437843, 4.037701], [2.930909, 0.328817, 4.456608], [3.413445, 0.811035, 2.824875], [5.479347, -1.660815, 4.254058], [4.917421, -2.973707, 3.220894], [4.121512, -2.657942, 4.777405], [2.936111, -2.722364, 2.060109], [-2.928040, 5.066878, -2.984055], [-2.396326, 3.926643, -2.282398], [-3.081703, 2.746317, -2.391077], [-4.046514, 2.570044, -3.370582], [-4.780689, 1.393706, -3.441342], [-4.551470, 0.389576, -2.524178], [-3.559352, 0.559913, -1.566539], [-2.797972, 1.720630, -1.479953], [-1.846437, 1.842758, -0.412404], [-0.428525, 2.100620, -0.598720], [1.804882, 1.888587, 0.676759], [2.224750, 3.075381, 1.255769], [3.576954, 3.393249, 1.246398], [4.489365, 2.529941, 0.644160], [4.069150, 1.340643, 0.063493], [2.726065, 1.036511, 0.091151], [2.239495, -0.143016, -0.456824], [-2.376106, 5.928803, -2.628064], [-3.986426, 5.193597, -2.762414], [-2.782522, 4.963313, -4.057879], [-4.256374, 3.369073, -4.072491], [-5.543194, 1.282965, -4.205096], [-5.136148, -0.523148, -2.554291], [-3.367761, -0.211141, -0.826904], [-2.039374, 1.218345, 0.339605], [-0.828030, 3.914240, -0.981420], [1.495314, 3.745601, 1.700009], [3.916284, 4.322464, 1.693201], [5.545343, 2.785244, 0.623225], [4.768190, 0.662677, -0.418068]],
  "forces_ev_per_a": [[-0.3, 1.3, 1.3], [-0.3, 0.1, -0.3], [0.0, -0.5, -0.2], [0.8, -0.3, -0.3], [-0.6, -0.8, -0.9], [0.4, 1.0, 0.7], [0.0, 0.4, -0.3], [-0.1, -0.1, 0.5], [0.0, 0.0, 0.2], [-0.1, -0.2, 0.0], [0.0, -0.2, 0.0], [0.2, 0.0, -0.3], [-0.2, -0.2, 0.1], [-0.1, 0.1, -0.2], [0.0, 0.1, -0.1], [0.1, 0.1, -0.3], [-0.3, 0.0, 0.2], [0.3, 0.3, 0.3], [0.0, -0.1, 0.0], [0.0, 0.0, -0.1], [0.0, 0.1, 0.0], [0.0, -0.1, 0.0], [0.0, 0.0, 0.0], [0.0, 0.0, 0.1], [0.0, 0.1, 0.1], [0.1, -0.2, 0.0], [0.7, 0.3, 0.1], [-0.4, 0.1, 0.0], [-0.1, -0.1, -0.1], [-0.2, -0.1, 0.0], [0.1, -0.2, -0.1], [-0.1, -0.3, -0.1], [0.2, -0.1, 0.0], [0.3, -0.2, -0.3], [0.1, 0.0, 0.0], [0.1, 0.0, 0.0], [0.0, 0.1, 0.1], [-0.1, 0.0, 0.0], [0.0, -0.3, 0.0], [0.3, 0.1, 0.4], [-0.1, 0.2, -0.1], [0.2, 0.1, -0.2], [-0.6, 0.0, -0.2], [0.0, 0.0, 0.0], [0.0, -0.1, 0.0], [0.0, -0.1, -0.1], [0.1, 0.1, 0.0], [-0.1, 0.0, 0.0], [-0.1, 0.1, 0.0], [0.0, -0.2, 0.0], [0.2, -0.2, 0.1], [0.2, 0.0, 0.2], [0.1, 0.4, -0.1], [-0.2, -0.1, -0.2], [-0.1, 0.2, -0.2], [0.1, -0.2, 0.2], [0.0, -0.1, 0.1], [0.3, -0.2, 0.2], [0.0, 0.6, -0.9], [-0.3, -0.3, 0.3], [-0.7, 0.1, 0.1], [0.0, 0.2, 0.1], [0.0, 0.0, 0.0], [0.1, 0.1, 0.0], [0.4, -0.1, -0.1], [-0.2, -0.5, -0.2], [0.0, -0.1, 0.0], [0.1, 0.0, 0.1], [0.0, 0.0, 0.0], [0.0, 0.0, -0.1], [0.0, -0.2, 0.1], [0.1, 0.0, 0.1], [0.0, 0.1, 0.0], [0.0, 0.1, -0.1], [-0.1, -0.3, 0.4], [-0.1, 0.2, 0.0], [0.1, -0.1, -0.1], [0.0, -0.1, -0.1], [-0.2, 0.0, 0.0], [-0.1, 0.1, 0.1]],
  "e_tot_ev": -69651.510,
  "de_lowest_ev": 1.676,
  "largest_force_ha_per_bohr": 0.0365,
  "homo_lumo_gap_ev": [5.510, 5.509],
  "e_lumo_ev": [-7.17, -7.17],
  "total_charge": 2
}

=====

Entry 2:
{
  "formula": "C34H33BrN6OPt",
  "method": "ωB97M-V with the def2-TZVPD basis set",
  "elements": ["Pt", "C", "C", "N", "N", "C", "O", "C", "C", "C", "C", "C", "C", "C", "C", "C", "C", "C", "N", "H", "H", "H", "H", "H", "H", "H", "H", "H", "H", "H", "H", "C", "C", "C", "C", "C", "C", "C", "C", "C", "C", "N", "C", "C", "C", "C", "C", "N", "H", "H", "H", "H", "H", "H", "H", "H", "H", "H", "H", "H", "H", "H", "H", "H", "H", "Br", "C", "C", "C", "C", "N", "C", "H", "H", "H", "H"],
  "xyz": [[-0.547241, 0.317170, -0.429114], [-4.731468, 0.966993, -0.897276], [-3.290590, 0.633556, -1.035491], [-2.438473, 0.745340, -0.076777], [-2.687362, 1.219544, 1.171076], [-1.595991, 1.213329, 1.917712], [-0.430511, 0.737133, 1.513318], [-1.645152, 1.741123, 3.276587], [-2.868622, 2.101687, 3.848260], [-2.898760, 2.602815, 5.135540], [-1.716487, 2.749320, 5.851888], [-0.498638, 2.395795, 5.284328], [-0.458292, 1.889150, 3.998499], [-2.678170, 0.192622, -2.307397], [-3.412549, -0.074456, -3.443838], [-2.753955, -0.458707, -4.607306], [-1.375359, -0.557514, -4.606736], [-0.686603, -0.285391, -3.435225], [-1.319389, 0.077885, -2.321815], [-4.911379, 1.444855, 0.061325], [-5.336690, 0.058815, -0.955037], [-5.047120, 1.630898, -1.702778], [-3.782108, 1.984678, 3.282721], [-3.842204, 2.881380, 5.584079], [-1.745155, 3.142768, 6.859252], [0.417073, 2.518037, 5.846145], [0.484760, 1.614851, 3.546438], [-4.489189, 0.016461, -3.420338], [-3.319645, -0.674004, -5.503753], [-0.827472, -0.838061, -5.494580], [0.390928, -0.341923, -3.379965], [2.661117, -0.734943, 2.755343], [1.801703, -1.621409, 1.850188], [2.471736, -1.877574, 0.525658], [3.278651, -2.998875, 0.377728], [3.974139, -3.235171, -0.797847], [3.879930, -2.337661, -1.846653], [3.088484, -1.196588, -1.746272], [3.049450, -0.243088, -2.919313], [4.355000, 0.536953, -3.091006], [2.385713, -0.987260, -0.550888], [1.538062, 0.171296, -0.455623], [2.079109, 1.359719, -0.404741], [1.257677, 2.489184, -0.502916], [1.431238, 3.868931, -0.422083], [0.161697, 4.434859, -0.549582], [-0.751442, 3.392706, -0.699310], [-0.085392, 2.224292, -0.702299], [2.181414, -0.591233, 3.723407], [2.816328, 0.247899, 2.304090], [3.640698, -1.182160, 2.923053], [0.831664, -1.145826, 1.718447], [1.623543, -2.581019, 2.339984], [3.363102, -3.693548, 1.204847], [4.598871, -4.113423, -0.891046], [4.434184, -2.514708, -2.760593], [2.224359, 0.464392, -2.821902], [2.865982, -0.825172, -3.827101], [4.590388, 1.123735, -2.201770], [4.292671, 1.217688, -3.939066], [5.190311, -0.140832, -3.263374], [3.156248, 1.445200, -0.300131], [2.367513, 4.389237, -0.301532], [-0.081437, 5.483964, -0.553865], [-1.821855, 3.443818, -0.823384], [-3.132744, -3.865551, 2.569324], [-1.955255, -3.419418, 1.186068], [-1.262947, -4.394301, 0.479159], [-0.408390, -3.996889, -0.533675], [-0.253428, -2.651253, -0.802941], [-0.920806, -1.717252, -0.112213], [-1.762498, -2.090432, 0.867264], [-1.394572, -5.440620, 0.720332], [0.147145, -4.720872, -1.112377], [0.409653, -2.310745, -1.585266], [-2.275208, -1.312231, 1.414168]],
  "forces_ev_per_a": [[-0.1, 0.0, 0.2], [0.0, 0.0, 0.0], [0.0, 0.1, 0.0], [0.1, 0.0, -0.1], [0.0, -0.1, 0.1], [0.0, 0.0, -0.1], [-0.1, 0.0, -0.1], [0.0, 0.0, 0.0], [0.0, 0.0, 0.0], [0.0, 0.0, 0.0], [0.0, 0.0, 0.0], [0.0, 0.0, 0.0], [0.0, 0.0, 0.0], [0.0, 0.0, 0.0], [0.0, 0.0, 0.0], [0.0, 0.0, 0.0], [0.0, 0.0, 0.0], [0.0, 0.1, 0.0], [0.2, -0.3, 0.0], [0.0, 0.0, 0.0], [0.0, 0.0, 0.0], [0.0, 0.0, 0.0], [0.0, 0.0, 0.0], [0.0, 0.0, 0.0], [0.0, 0.0, 0.0], [0.0, 0.0, 0.0], [0.0, 0.0, 0.0], [0.0, 0.0, 0.0], [0.0, 0.0, 0.0], [0.0, 0.0, 0.0], [0.0, 0.0, 0.0], [0.0, 0.0, 0.0], [0.0, 0.0, 0.0], [0.0, 0.0, 0.0], [0.0, 0.0, 0.0], [0.0, 0.0, 0.0], [0.0, 0.0, 0.0], [-0.1, 0.0, 0.0], [0.0, 0.0, 0.0], [0.0, 0.0, 0.0], [-0.1, 0.0, -0.1], [-0.1, 0.1, -0.1], [0.1, 0.0, 0.0], [0.0, 0.0, 0.0], [-0.1, 0.0, 0.0], [0.0, 0.0, 0.0], [0.0, 0.0, 0.0], [0.0, 0.1, 0.1], [0.0, 0.0, 0.0], [0.0, 0.0, 0.0], [0.0, 0.0, 0.0], [0.0, 0.0, 0.0], [0.0, 0.0, 0.0], [0.0, 0.0, 0.0], [0.0, 0.0, 0.0], [0.0, 0.0, 0.0], [0.0, 0.0, 0.0], [0.0, 0.0, 0.0], [0.0, 0.0, 0.0], [0.0, 0.0, 0.0], [0.0, 0.0, 0.0], [0.0, 0.0, 0.0], [0.0, 0.0, 0.0], [0.0, 0.0, 0.0], [0.0, 0.0, 0.0], [0.0, 0.0, 0.0], [0.0, 0.0, 0.0], [0.0, 0.0, 0.0], [0.0, 0.0, 0.0], [-0.1, 0.0, -0.1], [0.1, 0.0, 0.2], [0.1, 0.0, 0.0], [0.0, 0.0, 0.0], [0.0, 0.0, 0.0], [0.0, 0.0, 0.0], [0.0, 0.0, 0.0]],
  "e_tot_ev": -120057.726,
  "de_lowest_ev": 0.000,
  "largest_force_ha_per_bohr": 0.0069,
  "homo_lumo_gap_ev": 6.778,
  "e_lumo_ev": -6.94,
  "total_charge": 2
}

=====

Entry 3:
{
  "formula": "C34H33CdClN10O2",
  "method": "ωB97M-V with the def2-TZVPD basis set",
  "elements": ["Cd", "Cl", "C", "C", "C", "C", "O", "C", "C", "N", "C", "C", "C", "C", "C", "C", "C", "C", "N", "C", "C", "H", "H", "H", "H", "H", "H", "H", "H", "H", "H", "C", "C", "N", "N", "C", "O", "C", "C", "C", "C", "C", "C", "C", "C", "C", "C", "C", "N", "H", "H", "H", "H", "H", "H", "H", "H", "H", "H", "H", "H", "C", "N", "C", "C", "N", "N", "C", "N", "N", "H", "H", "H", "H", "H", "H", "H", "H", "H", "H", "H"],
  "xyz": [[0.894326, -0.380953, -1.063574], [6.772618, 3.141897, 0.874730], [5.211837, 2.560169, 0.374099], [5.056797, 2.044645, -0.898788], [3.761957, 1.768921, -1.276508], [2.600318, 2.038455, -0.470908], [1.383479, 1.784277, -0.858977], [2.882951, 2.582234, 0.813253], [1.733582, 2.831785, 1.706658], [1.839767, 2.673701, 2.924473], [0.713454, 2.936293, 3.698306], [0.871937, 3.768814, 4.769830], [-0.243158, 4.170884, 5.522595], [-1.431926, 3.595041, 5.222817], [-1.685644, 2.821579, 4.076175], [-2.956118, 2.318786, 3.742851], [-3.029043, 1.592239, 2.594545], [-1.884602, 1.317972, 1.806059], [-0.657642, 1.665658, 2.228232], [-0.578840, 2.496776, 3.303765], [4.171049, 2.791038, 1.259784], [5.960982, 1.772701, -1.469416], [3.717025, 1.275045, -2.262675], [0.785593, 3.139382, 1.211291], [1.849014, 4.198639, 5.002975], [-0.181366, 4.772953, 6.476816], [-2.326427, 3.804699, 5.771252], [-3.792682, 2.672446, 4.291964], [-4.047402, 1.301817, 2.198711], [-1.887956, 0.716398, 0.884895], [4.380245, 3.209867, 2.289480], [-0.072567, -1.931412, -5.298961], [0.568594, -1.559664, -4.001328], [-0.091607, -1.173593, -2.960992], [-1.450669, -0.957657, -3.165295], [-2.046979, -0.461928, -2.085037], [-1.463331, -0.225024, -1.032944], [-3.444488, -0.029401, -2.317596], [-4.249545, 0.355108, -1.240907], [-5.586743, 0.572063, -1.460040], [-6.080065, 0.643761, -2.772927], [-5.292649, 0.286809, -3.857532], [-3.994510, -0.033613, -3.683137], [2.048727, -1.712854, -3.713563], [2.926824, -2.096411, -4.721643], [4.212328, -2.247406, -4.435338], [4.699395, -2.024183, -3.153928], [3.776632, -1.650532, -2.228636], [2.443333, -1.481840, -2.432727], [0.550045, -1.532140, -6.123679], [-1.081176, -1.512610, -5.431705], [-0.039885, -3.001589, -5.540540], [-3.907544, 0.196221, -0.236507], [-6.333813, 0.735219, -0.662396], [-7.101342, 0.842444, -2.974785], [-5.728472, 0.325568, -4.873317], [-3.332383, -0.536196, -4.426210], [2.542431, -2.379786, -5.682467], [4.919520, -2.665927, -5.093741], [5.726832, -2.272915, -2.883232], [4.116954, -1.507317, -1.218645], [-2.251658, -3.720430, 0.406411], [-1.368381, -3.330749, 1.508552], [-1.716752, -3.893620, 2.733243], [-0.251817, -2.591262, 1.146098], [0.259070, -2.478879, -0.025982], [0.321870, -1.786765, 2.234760], [1.403158, -0.924682, 2.151822], [1.890458, -0.445419, 3.303016], [1.789948, -0.493339, 0.991366], [-3.325195, -3.724855, 0.713646], [-1.993403, -4.685097, -0.087470], [-2.198099, -2.957331, -0.333937], [-2.762370, -3.581678, 2.903339], [-1.128481, -3.553102, 3.546970], [-1.690639, -5.016250, 2.727274], [-0.077314, -3.163924, -0.645901], [-0.235718, -1.688543, 3.089655], [1.688756, -1.088690, 4.021103], [2.011246, 0.572498, 3.441829], [2.517385, 0.204752, 1.139249]],
  "forces_ev_per_a": [[-0.4, 0.4, 0.5], [0.7, -0.1, 0.1], [0.5, 0.8, 1.0], [-0.1, -0.3, 0.8], [-0.1, -0.7, -1.2], [0.8, 0.2, -0.7], [0.4, -0.2, -0.1], [-1.1, -0.3, 0.1], [-0.1, 0.4, -3.8], [0.4, -0.8, 2.8], [0.2, 1.1, 0.1], [0.3, 0.8, 0.4], [0.0, -0.3, 1.6], [-1.5, 0.7, -0.1], [0.7, 0.1, 0.9], [1.2, 0.3, -1.0], [-2.1, -0.2, -1.3], [1.8, -0.3, 1.1], [-1.7, 0.0, -0.8], [0.3, -1.5, -0.6], [0.8, 0.6, 0.4], [-0.8, 0.3, 0.0], [-0.8, 0.3, 0.5], [0.7, -0.1, 0.3], [-0.2, -0.4, -0.2], [0.2, -0.6, -1.4], [-0.2, 0.3, 0.7], [-0.8, -0.2, 0.5], [1.3, 0.2, 0.5], [-0.3, 0.3, 0.4], [-0.4, -0.6, -1.4], [0.8, 0.5, -1.4], [0.3, -0.5, 1.5], [-1.6, 0.5, -1.5], [0.9, -0.9, -0.4], [0.6, 0.3, -1.9], [0.3, 0.5, 2.6], [-1.4, 0.2, -1.7], [0.4, -1.4, -0.6], [-1.9, 1.0, -0.9], [0.6, -0.6, 0.8], [-1.1, 0.9, -1.2], [2.9, -1.7, 2.4], [-1.4, 0.4, 0.5], [-2.2, 0.0, -0.3], [2.7, -0.6, 1.2], [-0.1, -0.4, -0.5], [-0.9, 0.4, 1.4], [1.8, -0.4, -2.0], [-0.3, 0.2, 0.3], [0.5, -0.4, 0.4], [-0.3, 0.0, 0.6], [0.4, 0.3, 0.3], [0.8, 0.0, -0.2], [-0.9, 0.3, 0.1], [0.2, -0.2, 0.7], [-0.7, 1.0, 0.4], [-0.1, 0.1, -0.3], [0.5, -0.2, -1.3], [-0.3, 0.4, -0.1], [-0.2, 0.2, 0.4], [-0.4, -0.4, 0.1], [0.7, 0.7, -2.8], [-1.5, -1.2, 1.0], [0.8, 1.2, 1.4], [0.1, 0.2, 1.6], [-1.2, -1.8, -0.2], [-0.7, 1.3, -3.3], [0.2, 0.3, 0.4], [0.5, 0.0, 1.2], [0.9, -0.2, 0.2], [-0.1, 0.4, 0.6], [0.1, 0.6, -0.7], [0.3, -0.4, 0.5], [0.7, 0.3, 0.7], [0.1, 0.8, 0.0], [-0.7, -0.9, -1.0], [0.3, -0.1, -0.8], [0.0, 0.1, 1.6], [0.1, -0.8, -0.1], [0.2, -0.2, -0.1]],
  "e_tot_ev": -71875.934,
  "de_lowest_ev": 0.773,
  "largest_force_ha_per_bohr": 0.0799,
  "homo_lumo_gap_ev": 6.679,
  "e_lumo_ev": -0.21
}